1.
{
  "formula": "C66H144F2N8O7S2",
  "method": "the ωB97M-V functional and the def2-TZVPD basis",
  "orbital_gap_ev": [2.6, 6.4],
  "spin_multiplicity": 2,
  "largest_force_ev_per_a": 7.13,
  "energy_ha": -4560.6658,
  "lumo_energy_ha": [-0.17933, -0.18235],
  "total_charge": 3,
  "species": ["N", "O", "O", "O", "C", "C", "C", "C", "N", "C", "C", "C", "C", "C", "C", "C", "H", "H", "H", "H", "H", "H", "H", "H", "H", "H", "H", "H", "H", "H", "H", "H", "H", "H", "H", "H", "H", "H", "H", "H", "C", "C", "C", "C", "N", "C", "C", "C", "C", "C", "C", "C", "H", "H", "H", "H", "H", "H", "H", "H", "H", "H", "H", "H", "H", "H", "H", "H", "H", "H", "H", "H", "H", "H", "H", "H", "C", "C", "C", "C", "N", "C", "C", "C", "C", "C", "C", "C", "H", "H", "H", "H", "H", "H", "H", "H", "H", "H", "H", "H", "H", "H", "H", "H", "H", "H", "H", "H", "H", "H", "H", "H", "C", "C", "C", "C", "N", "C", "C", "C", "C", "C", "C", "C", "H", "H", "H", "H", "H", "H", "H", "H", "H", "H", "H", "H", "H", "H", "H", "H", "H", "H", "H", "H", "H", "H", "H", "H", "C", "C", "C", "C", "N", "C", "C", "C", "C", "C", "C", "C", "H", "H", "H", "H", "H", "H", "H", "H", "H", "H", "H", "H", "H", "H", "H", "H", "H", "H", "H", "H", "H", "H", "H", "H", "C", "C", "C", "C", "N", "C", "C", "C", "C", "C", "C", "C", "H", "H", "H", "H", "H", "H", "H", "H", "H", "H", "H", "H", "H", "H", "H", "H", "H", "H", "H", "H", "H", "H", "H", "H", "N", "S", "O", "O", "F", "S", "O", "O", "F"],
  "coordinates": [[15.573, -3.568, 20.454], [14.544, -3.019, 20.367], [16.615, -2.956, 20.294], [15.618, -4.753, 20.788], [9.638, 0.372, 26.380], [10.735, -0.262, 25.512], [11.074, 0.710, 24.338], [12.005, 1.866, 24.745], [12.508, 2.709, 23.585], [13.612, 1.884, 22.859], [14.740, 2.966, 22.547], [14.845, 3.736, 23.843], [13.368, 3.886, 24.246], [11.416, 3.232, 22.579], [10.196, 4.027, 23.200], [9.510, 4.955, 22.173], [9.881, 1.397, 26.660], [9.509, -0.095, 27.356], [8.651, 0.248, 25.934], [10.453, -1.255, 25.162], [11.691, -0.403, 26.017], [10.123, 1.118, 23.997], [11.399, 0.226, 23.418], [12.905, 1.655, 25.322], [11.469, 2.586, 25.364], [13.234, 1.392, 21.963], [13.940, 1.052, 23.483], [14.479, 3.525, 21.648], [15.657, 2.409, 22.356], [15.295, 4.725, 23.749], [15.416, 3.138, 24.553], [13.091, 4.807, 23.733], [13.239, 4.081, 25.311], [11.076, 2.416, 21.942], [11.998, 3.888, 21.931], [10.484, 4.528, 24.124], [9.528, 3.277, 23.623], [10.047, 5.867, 21.915], [8.517, 5.147, 22.582], [9.421, 4.374, 21.255], [16.337, -1.093, 23.680], [15.511, -1.483, 24.912], [15.299, -3.077, 25.187], [14.334, -3.758, 24.138], [13.525, -4.989, 24.560], [12.622, -5.569, 23.467], [13.540, -6.442, 22.614], [14.881, -6.580, 23.311], [14.532, -6.143, 24.730], [12.752, -4.827, 25.920], [11.740, -3.726, 25.733], [10.740, -3.787, 26.829], [16.456, -0.017, 23.550], [15.700, -1.278, 22.814], [17.287, -1.596, 23.506], [14.513, -1.045, 24.947], [16.047, -1.014, 25.738], [14.933, -3.152, 26.211], [16.263, -3.583, 25.233], [14.960, -3.945, 23.265], [13.617, -2.968, 23.915], [11.854, -6.169, 23.954], [12.200, -4.831, 22.786], [13.141, -7.436, 22.416], [13.621, -6.097, 21.583], [15.208, -7.619, 23.359], [15.767, -6.065, 22.940], [14.005, -6.989, 25.171], [15.433, -5.890, 25.287], [13.514, -4.681, 26.685], [12.426, -5.812, 26.253], [11.179, -3.885, 24.812], [12.235, -2.758, 25.809], [11.121, -3.705, 27.847], [10.151, -4.697, 26.713], [10.026, -2.976, 26.690], [2.198, 3.392, 23.019], [1.693, 3.963, 21.765], [2.873, 4.522, 20.924], [3.494, 3.574, 19.941], [4.638, 4.172, 19.041], [5.169, 3.187, 18.017], [6.389, 2.519, 18.639], [7.085, 3.564, 19.489], [5.871, 4.307, 20.035], [4.341, 5.495, 18.271], [3.256, 5.356, 17.281], [2.991, 6.664, 16.560], [2.844, 2.528, 22.863], [1.337, 3.117, 23.628], [2.766, 4.023, 23.704], [1.070, 4.826, 22.001], [1.063, 3.287, 21.187], [3.701, 4.795, 21.578], [2.524, 5.404, 20.388], [2.728, 3.188, 19.268], [3.810, 2.725, 20.546], [5.483, 3.643, 17.078], [4.308, 2.589, 17.721], [7.112, 2.166, 17.904], [6.061, 1.692, 19.268], [7.827, 4.147, 18.945], [7.554, 3.168, 20.390], [5.973, 5.392, 20.053], [5.602, 4.030, 21.054], [5.321, 5.822, 17.922], [4.029, 6.268, 18.972], [2.395, 4.905, 17.774], [3.471, 4.653, 16.477], [2.323, 6.412, 15.736], [3.898, 7.157, 16.210], [2.417, 7.283, 17.249], [10.076, -1.643, 16.292], [9.839, -0.145, 16.361], [10.752, 0.606, 17.418], [11.585, 1.752, 16.775], [12.239, 2.838, 17.711], [12.809, 4.087, 16.984], [12.483, 5.365, 17.766], [11.502, 4.927, 18.880], [11.089, 3.540, 18.431], [13.217, 2.300, 18.807], [14.208, 1.212, 18.331], [15.246, 0.733, 19.390], [9.371, -2.187, 15.663], [9.847, -2.080, 17.264], [11.124, -1.906, 16.154], [8.789, -0.055, 16.640], [9.969, 0.386, 15.419], [11.324, -0.123, 17.992], [10.143, 1.094, 18.179], [10.870, 2.270, 16.137], [12.390, 1.472, 16.095], [13.870, 3.917, 16.802], [12.229, 4.138, 16.063], [13.355, 5.871, 18.181], [11.981, 6.081, 17.115], [11.886, 4.736, 19.882], [10.624, 5.563, 18.990], [10.784, 2.836, 19.205], [10.401, 3.653, 17.594], [12.653, 1.995, 19.689], [13.671, 3.236, 19.132], [14.784, 1.594, 17.488], [13.588, 0.400, 17.952], [15.627, -0.273, 19.209], [14.899, 0.727, 20.423], [16.130, 1.364, 19.486], [13.038, -8.976, 15.029], [11.932, -8.079, 14.478], [12.004, -6.730, 15.171], [12.407, -6.628, 16.741], [12.108, -5.290, 17.522], [12.362, -5.430, 19.073], [11.151, -6.170, 19.636], [9.987, -5.890, 18.596], [10.600, -4.836, 17.663], [12.823, -4.090, 16.915], [14.388, -4.131, 17.063], [15.037, -2.767, 16.646], [12.994, -9.975, 14.595], [12.916, -9.152, 16.098], [14.041, -8.572, 14.894], [10.956, -8.556, 14.560], [12.075, -8.015, 13.399], [11.016, -6.273, 15.111], [12.597, -6.100, 14.508], [13.455, -6.775, 17.002], [11.962, -7.334, 17.442], [12.486, -4.423, 19.471], [13.326, -5.916, 19.226], [10.799, -5.812, 20.603], [11.339, -7.215, 19.880], [9.075, -5.456, 19.005], [9.899, -6.866, 18.118], [10.681, -3.825, 18.062], [10.210, -4.829, 16.645], [12.437, -3.242, 17.481], [12.634, -4.054, 15.842], [14.719, -4.928, 16.397], [14.623, -4.505, 18.059], [14.847, -2.407, 15.635], [16.081, -3.067, 16.731], [14.965, -1.918, 17.326], [6.437, -0.260, 24.230], [5.533, 0.489, 25.195], [4.291, -0.325, 25.721], [3.385, -1.054, 24.691], [2.075, -1.746, 25.251], [1.452, -2.586, 24.087], [2.076, -3.956, 24.124], [2.133, -4.207, 25.662], [2.291, -2.839, 26.329], [1.060, -0.737, 25.723], [0.730, 0.368, 24.710], [-0.544, 1.120, 25.202], [6.025, -0.568, 23.269], [6.843, -1.176, 24.661], [7.365, 0.265, 24.005], [5.258, 1.489, 24.857], [6.149, 0.735, 26.060], [3.807, 0.356, 26.421], [4.685, -1.105, 26.373], [3.862, -1.913, 24.220], [3.066, -0.377, 23.898], [0.385, -2.631, 24.307], [1.535, -2.068, 23.131], [1.463, -4.599, 23.492], [3.073, -4.047, 23.693], [1.214, -4.594, 26.102], [3.042, -4.778, 25.851], [1.547, -2.743, 27.119], [3.271, -2.791, 26.805], [1.461, -0.404, 26.680], [0.195, -1.331, 26.019], [0.659, 0.153, 23.644], [1.486, 1.149, 24.787], [-0.783, 1.843, 24.423], [-0.589, 1.385, 26.258], [-1.356, 0.409, 25.047], [10.662, 0.395, 20.767], [11.379, -1.151, 20.794], [10.806, -2.289, 20.093], [12.121, -1.473, 22.032], [12.690, -0.834, 19.912], [9.246, -0.058, 20.979], [8.842, -0.682, 22.241], [8.398, -0.275, 19.767], [8.860, 1.439, 21.308]]
}

***

2.
{
  "formula": "C66H167N9O22",
  "method": "the ωB97M-V functional and the def2-TZVPD basis",
  "orbital_gap_ev": 8.9,
  "relative_energy_kj_mol": 0.0,
  "largest_force_ev_per_a": 2.62,
  "energy_ha": -4762.4762,
  "lumo_energy_ha": 0.01985,
  "species": ["C", "C", "C", "O", "H", "H", "H", "H", "H", "H", "H", "H", "C", "C", "C", "O", "H", "H", "H", "H", "H", "H", "H", "H", "C", "C", "C", "O", "H", "H", "H", "H", "H", "H", "H", "H", "C", "C", "C", "O", "H", "H", "H", "H", "H", "H", "H", "H", "C", "O", "C", "C", "N", "C", "C", "O", "C", "H", "H", "H", "H", "H", "H", "H", "H", "H", "H", "H", "H", "H", "H", "H", "C", "O", "C", "C", "N", "C", "C", "O", "C", "H", "H", "H", "H", "H", "H", "H", "H", "H", "H", "H", "H", "H", "H", "H", "C", "O", "C", "C", "N", "C", "C", "O", "C", "H", "H", "H", "H", "H", "H", "H", "H", "H", "H", "H", "H", "H", "H", "H", "C", "O", "C", "C", "N", "C", "C", "O", "C", "H", "H", "H", "H", "H", "H", "H", "H", "H", "H", "H", "H", "H", "H", "H", "C", "O", "C", "C", "N", "C", "C", "O", "C", "H", "H", "H", "H", "H", "H", "H", "H", "H", "H", "H", "H", "H", "H", "H", "C", "O", "C", "C", "N", "C", "C", "O", "C", "H", "H", "H", "H", "H", "H", "H", "H", "H", "H", "H", "H", "H", "H", "H", "C", "O", "C", "C", "N", "C", "C", "O", "C", "H", "H", "H", "H", "H", "H", "H", "H", "H", "H", "H", "H", "H", "H", "H", "C", "O", "C", "C", "N", "C", "C", "O", "C", "H", "H", "H", "H", "H", "H", "H", "H", "H", "H", "H", "H", "H", "H", "H", "C", "O", "C", "C", "N", "C", "C", "O", "C", "H", "H", "H", "H", "H", "H", "H", "H", "H", "H", "H", "H", "H", "H", "H"],
  "coordinates": [[2.935, -2.289, -1.538], [3.503, -1.328, -0.488], [2.891, -1.605, 0.865], [4.940, -1.334, -0.495], [3.071, -2.042, -2.590], [1.854, -2.454, -1.391], [3.438, -3.253, -1.383], [3.220, -0.299, -0.764], [3.127, -2.627, 1.267], [1.805, -1.471, 0.832], [3.267, -0.858, 1.596], [5.236, -0.580, 0.038], [-0.809, -4.959, -4.917], [0.342, -3.888, -4.589], [1.433, -4.689, -3.871], [0.810, -3.321, -5.772], [-1.702, -4.590, -5.445], [-1.167, -5.493, -4.033], [-0.338, -5.723, -5.586], [-0.071, -3.089, -3.944], [1.062, -5.059, -2.904], [2.418, -4.251, -3.662], [1.651, -5.594, -4.475], [0.946, -4.046, -6.396], [-3.212, 4.394, 2.744], [-3.120, 3.947, 1.253], [-3.671, 4.993, 0.305], [-1.813, 3.586, 0.864], [-4.244, 4.559, 3.035], [-2.660, 5.300, 2.937], [-2.795, 3.635, 3.414], [-3.744, 3.043, 1.077], [-3.173, 5.945, 0.369], [-4.747, 5.142, 0.505], [-3.601, 4.584, -0.693], [-1.229, 4.373, 0.867], [0.373, 0.915, -0.632], [-1.035, 0.455, -0.334], [-1.153, -1.067, -0.356], [-1.397, 0.935, 0.910], [0.516, 1.984, -0.672], [0.695, 0.576, -1.622], [1.073, 0.535, 0.113], [-1.710, 0.872, -1.102], [-0.948, -1.472, -1.346], [-2.170, -1.378, -0.052], [-0.445, -1.547, 0.360], [-1.513, 1.907, 0.855], [4.151, 4.208, -2.805], [3.807, 3.108, -3.619], [3.254, 2.095, -2.857], [3.279, 0.804, -3.675], [2.448, 1.006, -4.864], [2.460, -0.207, -5.768], [3.800, -0.415, -6.493], [4.246, 0.721, -7.265], [3.473, 1.082, -8.369], [3.310, 4.561, -2.168], [4.415, 5.063, -3.446], [5.045, 3.930, -2.226], [2.199, 2.279, -2.549], [3.842, 2.016, -1.931], [2.825, 0.006, -3.066], [4.323, 0.498, -3.881], [2.763, 1.817, -5.389], [1.738, -0.018, -6.585], [2.143, -1.119, -5.233], [3.725, -1.326, -7.115], [4.590, -0.517, -5.742], [3.973, 1.949, -8.810], [2.495, 1.382, -8.011], [3.330, 0.287, -9.109], [1.727, -2.005, 9.364], [0.810, -2.840, 8.711], [-0.536, -2.751, 9.165], [-1.369, -1.479, 8.741], [-1.481, -1.221, 7.290], [-2.005, -2.374, 6.537], [-2.150, -2.042, 5.068], [-0.906, -1.609, 4.565], [-1.045, -1.335, 3.195], [2.611, -2.191, 8.755], [1.851, -2.385, 10.392], [1.498, -0.923, 9.308], [-0.586, -2.821, 10.256], [-1.024, -3.633, 8.748], [-0.857, -0.635, 9.208], [-2.397, -1.492, 9.106], [-0.549, -1.091, 6.927], [-2.989, -2.703, 6.898], [-1.305, -3.251, 6.659], [-2.817, -1.160, 4.977], [-2.543, -2.871, 4.464], [-1.876, -0.616, 3.032], [-1.288, -2.213, 2.595], [-0.172, -0.814, 2.750], [3.871, 10.374, -4.095], [3.204, 9.160, -4.358], [2.158, 8.841, -3.470], [1.666, 7.422, -3.812], [0.572, 7.009, -2.975], [0.857, 6.813, -1.571], [-0.390, 6.160, -0.982], [-0.240, 5.831, 0.438], [-0.439, 6.914, 1.352], [3.255, 11.275, -4.121], [4.594, 10.441, -4.914], [4.492, 10.262, -3.166], [1.280, 9.493, -3.554], [2.585, 8.819, -2.434], [2.494, 6.725, -3.770], [1.374, 7.408, -4.860], [-0.360, 7.276, -3.271], [1.075, 7.695, -0.948], [1.667, 6.125, -1.410], [-0.546, 5.224, -1.512], [-1.281, 6.807, -1.160], [0.275, 7.738, 1.216], [-0.242, 6.479, 2.326], [-1.489, 7.201, 1.335], [-5.086, 2.879, -3.105], [-5.523, 2.092, -2.033], [-4.544, 1.232, -1.466], [-5.183, 0.537, -0.287], [-5.866, -0.659, -0.814], [-7.126, -0.369, -1.494], [-7.773, -1.662, -1.838], [-9.091, -1.398, -2.259], [-9.867, -2.503, -2.631], [-4.513, 3.768, -2.786], [-5.940, 3.222, -3.690], [-4.496, 2.244, -3.765], [-3.628, 1.781, -1.155], [-4.245, 0.473, -2.220], [-5.871, 1.191, 0.276], [-4.345, 0.184, 0.300], [-6.088, -1.256, -0.026], [-7.009, 0.363, -2.277], [-7.878, 0.077, -0.756], [-7.754, -2.302, -0.920], [-7.195, -2.158, -2.609], [-10.874, -2.171, -2.922], [-9.984, -3.261, -1.827], [-9.458, -3.035, -3.499], [-5.084, -3.866, -2.829], [-3.757, -4.428, -2.826], [-3.007, -3.915, -1.728], [-3.415, -4.388, -0.354], [-4.291, -3.469, 0.319], [-4.901, -4.040, 1.547], [-5.679, -3.032, 2.293], [-6.806, -2.606, 1.626], [-7.606, -1.636, 2.239], [-5.005, -2.789, -2.891], [-5.770, -4.109, -1.996], [-5.543, -4.231, -3.755], [-2.989, -2.806, -1.795], [-1.976, -4.256, -1.921], [-2.570, -4.559, 0.322], [-3.843, -5.413, -0.518], [-4.943, -3.004, -0.316], [-4.041, -4.322, 2.166], [-5.485, -4.954, 1.364], [-4.984, -2.203, 2.501], [-5.931, -3.440, 3.281], [-7.127, -0.637, 2.246], [-7.871, -1.862, 3.254], [-8.509, -1.508, 1.660], [7.410, 2.217, -3.447], [7.141, 2.701, -2.105], [6.612, 1.714, -1.237], [6.084, 2.378, 0.041], [5.811, 1.295, 0.997], [5.140, 1.714, 2.184], [3.691, 2.128, 1.883], [3.671, 3.515, 1.583], [2.441, 4.079, 1.162], [6.567, 1.680, -3.926], [8.312, 1.593, -3.515], [7.614, 3.090, -4.058], [7.455, 1.031, -0.948], [5.866, 1.051, -1.750], [5.128, 2.905, -0.098], [6.841, 3.069, 0.441], [6.669, 0.851, 1.278], [5.640, 2.465, 2.817], [5.112, 0.780, 2.772], [3.114, 2.006, 2.819], [3.201, 1.496, 1.117], [1.617, 3.748, 1.826], [2.217, 3.758, 0.130], [2.475, 5.150, 1.152], [6.216, 2.949, 7.608], [5.436, 2.000, 6.834], [5.114, 0.780, 7.468], [4.601, -0.231, 6.445], [3.148, -0.074, 6.305], [2.835, 1.110, 5.527], [1.382, 1.133, 5.192], [1.017, 2.420, 4.696], [-0.296, 2.505, 4.161], [5.895, 3.089, 8.668], [6.245, 3.948, 7.154], [7.258, 2.599, 7.646], [4.366, 0.939, 8.248], [6.012, 0.396, 7.956], [4.812, -1.247, 6.811], [5.180, -0.087, 5.506], [2.801, -0.921, 5.849], [3.477, 1.176, 4.625], [2.967, 2.068, 6.024], [0.881, 0.923, 6.158], [1.145, 0.327, 4.494], [-0.403, 1.803, 3.320], [-0.457, 3.512, 3.759], [-1.069, 2.307, 4.946], [-1.465, 4.008, -3.964], [-1.548, 2.640, -3.721], [-0.555, 1.962, -4.480], [-0.868, 0.492, -4.352], [-2.207, 0.213, -4.957], [-2.485, -1.224, -5.039], [-3.880, -1.474, -5.698], [-4.872, -0.980, -4.803], [-6.074, -0.865, -5.525], [-1.865, 4.302, -4.931], [-0.395, 4.325, -3.870], [-2.069, 4.510, -3.186], [0.408, 2.202, -4.048], [-0.600, 2.345, -5.513], [-0.799, 0.109, -3.289], [-0.159, -0.074, -4.959], [-2.965, 0.708, -4.481], [-2.557, -1.653, -3.988], [-1.664, -1.747, -5.538], [-4.043, -2.529, -5.932], [-3.871, -0.826, -6.582], [-6.566, -1.809, -5.841], [-5.866, -0.346, -6.440], [-6.857, -0.304, -5.010], [3.273, -8.270, 5.504], [2.405, -8.115, 4.376], [2.128, -9.277, 3.695], [1.500, -8.882, 2.402], [2.454, -8.445, 1.469], [3.018, -7.081, 1.685], [1.992, -5.964, 1.654], [1.263, -6.081, 0.452], [0.427, -4.956, 0.273], [2.810, -9.063, 6.140], [3.359, -7.351, 6.075], [4.253, -8.623, 5.172], [1.515, -9.983, 4.320], [3.077, -9.808, 3.514], [0.720, -8.144, 2.549], [0.932, -9.709, 2.007], [2.102, -8.613, 0.543], [3.830, -6.919, 0.959], [3.554, -6.979, 2.626], [2.533, -5.006, 1.677], [1.359, -6.000, 2.561], [-0.159, -4.822, 1.198], [-0.263, -5.101, -0.569], [1.009, -4.050, 0.089]]
}